{
  "formula": "C3H4LiO4Yb",
  "method": "the ωB97M-V functional and the def2-TZVPD basis",
  "species": ["H", "O", "C", "C", "O", "C", "O", "O", "Li", "Yb", "H", "H", "H"],
  "coordinates": [[-0.83, 1.66, 0.77], [-1.61, -1.04, 0.42], [-1.46, 0.01, -0.29], [-0.19, 0.20, -1.09], [0.91, 0.57, -0.27], [1.52, -0.25, 0.65], [1.27, -1.48, 0.59], [2.14, 0.42, 1.48], [1.31, 2.17, 1.14], [-0.45, -2.90, 1.08], [-2.33, 0.21, -0.95], [-0.34, 1.05, -1.77], [0.06, -0.62, -1.77]],
  "lowdin_spin": [0.0049, 0.0824, 0.0043, 0.0034, 0.0039, 0.0071, 0.0798, 0.0039, 0.0129, 0.7942, 0.0005, 0.0003, 0.0024],
  "orbital_gap_ev": [4.6, 7.3],
  "s_squared": 0.7509,
  "homo_ev": [-5.0, -7.8],
  "e_tot_ev": -43098.3624,
  "spin_multiplicity": 2
}

=====

{
  "formula": "C3H4N",
  "method": "the ωB97M-V functional and the def2-TZVPD basis",
  "species": ["C", "C", "C", "N", "H", "H", "H", "H"],
  "coordinates": [[-0.95, -0.51, -0.12], [0.36, 0.01, -0.12], [1.59, 0.25, 0.19], [-1.58, 0.47, 0.21], [-1.13, -1.53, -0.37], [2.20, -0.52, -0.45], [2.03, 1.19, 0.22], [-2.52, 0.64, 0.44]],
  "nbo_charge": [0.0384, 0.4784, -0.4247, -0.4367, 0.2294, 0.3665, 0.3189, 0.4297],
  "orbital_gap_ev": 9.7,
  "e_above_lowest_ev": 2.457,
  "homo_ev": -16.5,
  "charge": 1,
  "e_tot_ev": -4653.5221,
  "spin_multiplicity": 1
}

=====

{
  "formula": "C3H4N2",
  "method": "the ωB97M-V functional and the def2-TZVPD basis",
  "species": ["N", "C", "C", "C", "N", "H", "H", "H", "H"],
  "coordinates": [[-2.88, 0.05, -0.29], [-1.69, 0.07, -0.15], [-0.33, 0.10, 0.30], [0.88, -0.60, -0.27], [0.69, 0.84, -0.43], [-0.36, 0.02, 1.45], [0.93, -1.04, -1.24], [1.57, -0.98, 0.48], [1.20, 1.53, 0.16]],
  "nbo_charge": [-0.3035, 0.2689, -0.2098, -0.2171, -0.5608, 0.2337, 0.2168, 0.1990, 0.3729],
  "orbital_gap_ev": 11.4,
  "smiles": "N#C[C@H]1CN1",
  "e_above_lowest_ev": 1.965,
  "homo_ev": -10.7,
  "e_tot_ev": -6153.9355,
  "spin_multiplicity": 1
}

=====

{
  "formula": "C3H4N2O",
  "method": "the ωB97M-V functional and the def2-TZVPD basis",
  "species": ["C", "N", "C", "C", "O", "N", "H", "H", "H", "H"],
  "coordinates": [[-1.36, 0.82, 0.27], [-0.52, -0.10, 0.10], [0.74, -0.58, 0.29], [1.93, -0.32, -0.54], [2.27, 0.97, -0.18], [2.30, -0.10, 0.78], [-2.35, 0.66, -0.14], [-1.17, 1.77, 0.78], [0.69, -1.61, 0.63], [2.44, -0.85, -1.33]],
  "nbo_charge": [0.0064, -0.4035, 0.0385, 0.1349, -0.3855, -0.1153, 0.1736, 0.1621, 0.1991, 0.1896],
  "orbital_gap_ev": 9.6,
  "smiles": "C=N[C@H]1[C@H]2ON21",
  "e_above_lowest_ev": 6.257,
  "homo_ev": -8.8,
  "e_tot_ev": -8197.6284,
  "spin_multiplicity": 1
}

=====

{
  "formula": "C3H4N2O",
  "method": "the ωB97M-V functional and the def2-TZVPD basis",
  "species": ["O", "C", "C", "N", "C", "N", "H", "H", "H", "H"],
  "coordinates": [[-1.53, -0.80, 0.11], [-0.72, -0.19, -0.69], [-0.45, 1.22, -0.43], [0.56, 1.24, 0.38], [0.97, -0.09, 0.54], [0.54, -0.80, -0.62], [-0.59, -0.68, 1.06], [-1.06, 2.09, -0.66], [1.95, -0.27, 0.97], [0.44, -1.80, -0.48]],
  "nbo_charge": [-0.6112, 0.4520, 0.0083, -0.3782, -0.0248, -0.5762, 0.3101, 0.2132, 0.2128, 0.3939],
  "orbital_gap_ev": [8.6, 8.6],
  "e_above_lowest_ev": 5.222,
  "homo_ev": [-9.0, -9.0],
  "e_tot_ev": -8198.6635,
  "spin_multiplicity": 1
}

=====

{
  "formula": "C3H4N2O",
  "method": "the ωB97M-V functional and the def2-TZVPD basis",
  "species": ["O", "C", "C", "C", "N", "N", "H", "H", "H", "H"],
  "coordinates": [[-1.42, -0.95, 1.56], [-0.66, -0.49, 0.54], [0.71, -0.78, 0.29], [1.03, 0.05, -0.75], [-0.09, 0.73, -1.09], [-1.15, 0.38, -0.32], [-2.30, -0.57, 1.43], [1.26, -1.70, 0.27], [1.99, 0.19, -1.21], [-0.28, 1.01, -2.04]],
  "nbo_charge": [-0.6563, 0.4428, -0.4177, -0.0058, -0.3599, -0.3536, 0.4907, 0.2385, 0.2168, 0.4046],
  "orbital_gap_ev": 10.0,
  "smiles": "Oc1cc[nH]n1",
  "e_above_lowest_ev": 1.515,
  "homo_ev": -9.0,
  "e_tot_ev": -8202.3703,
  "spin_multiplicity": 1
}

=====

{
  "formula": "C3H4N2O",
  "method": "the ωB97M-V functional and the def2-TZVPD basis",
  "species": ["N", "C", "N", "O", "C", "C", "H", "H", "H", "H"],
  "coordinates": [[1.15, 0.40, -0.96], [0.05, 0.97, -0.07], [-0.82, 1.79, -0.29], [-2.19, -0.55, 0.25], [-1.16, -1.00, 0.72], [0.13, -0.35, 0.59], [2.06, 0.72, -0.64], [0.92, 0.72, -1.90], [-1.16, -1.89, 1.38], [1.04, -0.83, 0.90]],
  "nbo_charge": [-0.7719, 0.1840, -0.1458, -0.4974, 0.2820, -0.1831, 0.3863, 0.3926, 0.1291, 0.2241],
  "orbital_gap_ev": [8.4, 7.3],
  "e_above_lowest_ev": 5.539,
  "homo_ev": [-9.5, -8.6],
  "e_tot_ev": -8198.3469,
  "spin_multiplicity": 1
}

=====

{
  "formula": "C3H4N2O",
  "method": "the ωB97M-V functional and the def2-TZVPD basis",
  "species": ["O", "C", "C", "C", "N", "N", "H", "H", "H", "H"],
  "coordinates": [[2.26, 0.17, -0.52], [0.92, 0.04, -0.37], [-0.05, 1.08, -0.21], [-1.18, 0.39, 0.11], [-0.91, -0.93, 0.06], [0.39, -1.16, -0.25], [2.61, -0.73, -0.58], [-0.39, 1.83, -0.91], [-2.13, 0.82, 0.37], [-1.59, -1.60, -0.27]],
  "nbo_charge": [-0.6528, 0.4512, -0.4506, 0.0154, -0.3651, -0.3568, 0.4908, 0.2461, 0.2162, 0.4055],
  "orbital_gap_ev": 10.0,
  "smiles": "Oc1cc[nH]n1",
  "e_above_lowest_ev": 2.051,
  "homo_ev": -9.0,
  "e_tot_ev": -8201.8346,
  "spin_multiplicity": 1
}

=====

{
  "formula": "C3H4N2O",
  "method": "the ωB97M-V functional and the def2-TZVPD basis",
  "species": ["O", "C", "N", "C", "C", "N", "H", "H", "H", "H"],
  "coordinates": [[2.14, -0.16, -0.15], [0.83, -0.25, 0.02], [0.20, -1.37, 0.35], [-1.12, -1.11, 0.55], [-1.29, 0.32, 0.06], [0.06, 0.82, -0.13], [2.47, -1.07, -0.02], [-1.72, 0.03, -0.91], [-1.96, 1.03, 0.55], [0.39, 1.75, -0.34]],
  "nbo_charge": [-0.6337, 0.7341, -0.6477, 0.0989, -0.3870, -0.5829, 0.5142, 0.2462, 0.2333, 0.4244],
  "orbital_gap_ev": 8.4,
  "e_above_lowest_ev": 2.908,
  "homo_ev": -7.9,
  "e_tot_ev": -8200.9778,
  "spin_multiplicity": 1
}

=====

{
  "formula": "C3H4N2O",
  "method": "the ωB97M-V functional and the def2-TZVPD basis",
  "species": ["C", "C", "C", "N", "N", "O", "H", "H", "H", "H"],
  "coordinates": [[1.81, -0.03, 0.56], [1.15, 0.09, -0.62], [1.27, -1.21, -0.11], [-1.83, 0.49, -0.44], [-1.23, 1.42, 0.31], [0.97, -2.37, -0.10], [2.47, 0.16, 1.32], [-2.85, 0.57, -0.26], [-1.54, -0.22, -1.06], [-0.22, 1.11, 0.41]],
  "nbo_charge": [-0.2274, -0.0307, 0.4517, -0.5958, -0.4285, -0.4519, 0.2506, 0.3705, 0.3731, 0.2883],
  "orbital_gap_ev": [9.7, 5.5],
  "e_above_lowest_ev": 7.637,
  "homo_ev": [-9.4, -7.5],
  "e_tot_ev": -8196.2482,
  "spin_multiplicity": 1
}

=====

{
  "formula": "C3H4N2O",
  "method": "the ωB97M-V functional and the def2-TZVPD basis",
  "species": ["N", "C", "N", "C", "C", "O", "H", "H", "H", "H"],
  "coordinates": [[-0.71, 1.01, 1.55], [-0.19, 0.28, 0.51], [-0.96, -0.19, -0.41], [-0.09, -0.75, -1.32], [1.18, -0.61, -0.92], [1.13, 0.08, 0.31], [-1.72, 0.96, 1.54], [-0.28, 1.15, 2.45], [-0.45, -1.22, -2.22], [2.09, -0.71, -1.49]],
  "nbo_charge": [-0.8210, 0.6543, -0.5448, -0.0865, -0.0118, -0.4313, 0.4093, 0.4031, 0.2132, 0.2154],
  "orbital_gap_ev": 9.3,
  "smiles": "Nc1ncco1",
  "e_above_lowest_ev": 0.844,
  "homo_ev": -8.4,
  "e_tot_ev": -8203.0410,
  "spin_multiplicity": 1
}

=====

{
  "formula": "C3H4N2O",
  "method": "the ωB97M-V functional and the def2-TZVPD basis",
  "species": ["C", "C", "N", "O", "H", "H", "H", "C", "N", "H"],
  "coordinates": [[1.40, 0.15, 1.00], [0.49, 0.02, -0.13], [0.33, -0.07, -1.32], [-0.66, -0.19, -2.08], [2.44, 0.23, 0.67], [1.14, 1.05, 1.57], [1.30, -0.71, 1.66], [-2.05, -0.16, -0.59], [-1.49, -0.06, 0.45], [-2.90, -0.26, -1.23]],
  "nbo_charge": [-0.6958, 0.3780, 0.0301, -0.4299, 0.2557, 0.2509, 0.2497, 0.1713, -0.4451, 0.2351],
  "orbital_gap_ev": 10.5,
  "smiles": "CC#[N+][O-].C#N",
  "e_above_lowest_ev": 4.575,
  "homo_ev": -9.6,
  "e_tot_ev": -8199.3107,
  "spin_multiplicity": 1
}

=====

{
  "formula": "C3H4N2O",
  "method": "the ωB97M-V functional and the def2-TZVPD basis",
  "species": ["O", "C", "N", "C", "C", "N", "H", "H", "H", "H"],
  "coordinates": [[-2.01, 0.91, -0.71], [-0.85, 0.48, -0.21], [-0.78, -0.11, 0.93], [0.57, -0.67, 0.90], [1.21, -0.03, -0.26], [0.33, 0.62, -0.95], [-1.82, 1.34, -1.55], [1.10, -0.91, 1.82], [-0.03, -1.55, 0.58], [2.27, -0.08, -0.55]],
  "nbo_charge": [-0.6447, 0.5815, -0.4507, -0.3708, 0.1101, -0.4705, 0.4931, 0.2367, 0.3076, 0.2077],
  "orbital_gap_ev": 10.2,
  "smiles": "OC1=NCC=N1",
  "e_above_lowest_ev": 1.703,
  "homo_ev": -9.6,
  "e_tot_ev": -8202.1826,
  "spin_multiplicity": 1
}

=====

{
  "formula": "C3H4N2O",
  "method": "the ωB97M-V functional and the def2-TZVPD basis",
  "species": ["O", "C", "C", "N", "C", "N", "H", "H", "H", "H"],
  "coordinates": [[2.03, 0.15, -0.92], [0.94, 0.10, -0.39], [0.23, 0.99, 0.56], [-1.13, 0.65, 0.66], [-1.26, -0.44, -0.02], [-0.10, -0.90, -0.58], [1.07, 0.13, 1.16], [0.48, 2.02, 0.79], [-2.21, -0.97, -0.11], [-0.05, -1.73, -1.16]],
  "nbo_charge": [-0.5953, 0.5750, -0.2678, -0.4612, 0.2547, -0.6345, 0.2489, 0.2541, 0.2025, 0.4237],
  "orbital_gap_ev": 10.1,
  "smiles": "O=C1CN=CN1",
  "e_above_lowest_ev": 1.829,
  "homo_ev": -9.4,
  "e_tot_ev": -8202.0563,
  "spin_multiplicity": 1
}

=====

{
  "formula": "C3H4N2O",
  "method": "the ωB97M-V functional and the def2-TZVPD basis",
  "species": ["O", "C", "C", "C", "N", "N", "H", "H", "H", "H"],
  "coordinates": [[0.73, 1.38, -1.27], [-0.09, 0.74, -0.37], [-0.21, -0.76, -0.39], [-0.27, -1.12, 0.89], [-0.06, 0.02, 1.75], [0.13, 1.05, 1.07], [1.61, 0.98, -1.25], [-1.10, 1.16, -0.52], [-0.31, -1.37, -1.27], [-0.44, -2.08, 1.35]],
  "nbo_charge": [-0.6733, 0.1244, -0.2424, -0.0934, -0.1478, -0.1192, 0.4756, 0.2213, 0.2360, 0.2189],
  "orbital_gap_ev": 9.4,
  "smiles": "O[C@H]1C=CN=N1",
  "e_above_lowest_ev": 2.581,
  "homo_ev": -9.6,
  "e_tot_ev": -8201.3048,
  "spin_multiplicity": 1
}

=====

{
  "formula": "C3H4N2O",
  "method": "the ωB97M-V functional and the def2-TZVPD basis",
  "species": ["O", "C", "N", "C", "C", "N", "H", "H", "H", "H"],
  "coordinates": [[2.37, 0.38, 0.34], [1.15, 0.20, 0.27], [0.46, -0.98, 0.33], [-0.92, -0.78, -0.06], [-1.05, 0.55, -0.25], [0.20, 1.13, -0.14], [0.78, -1.75, 0.91], [-1.68, -1.52, 0.18], [-1.77, 0.75, -1.08], [0.46, 2.03, -0.51]],
  "nbo_charge": [-0.6470, 0.7356, -0.6005, -0.0828, -0.1102, -0.5967, 0.4202, 0.2254, 0.2313, 0.4247],
  "orbital_gap_ev": 9.3,
  "smiles": "O=c1[nH]cc[nH]1",
  "e_above_lowest_ev": 0.793,
  "homo_ev": -8.4,
  "e_tot_ev": -8203.0928,
  "spin_multiplicity": 1
}

=====

{
  "formula": "C3H4N2O",
  "method": "the ωB97M-V functional and the def2-TZVPD basis",
  "species": ["C", "C", "C", "H", "H", "H", "H", "N", "N", "O"],
  "coordinates": [[-0.65, 1.97, -1.17], [-0.53, -0.49, 0.73], [0.90, -1.10, 0.27], [-1.62, 2.50, -0.61], [-0.25, 2.71, -1.76], [-0.99, -1.08, 1.48], [1.58, -0.43, -0.34], [-0.02, 1.07, -0.67], [-0.79, 0.68, 0.30], [1.08, -2.28, 0.60]],
  "nbo_charge": [0.0067, 0.0303, 0.3433, 0.1556, 0.1676, 0.2073, 0.1740, -0.3024, -0.2711, -0.5115],
  "orbital_gap_ev": 9.0,
  "e_above_lowest_ev": 4.810,
  "homo_ev": -9.3,
  "e_tot_ev": -8199.0756,
  "spin_multiplicity": 1
}

=====

{
  "formula": "C3H4N2O",
  "method": "the ωB97M-V functional and the def2-TZVPD basis",
  "species": ["C", "C", "C", "H", "H", "H", "H", "N", "N", "O"],
  "coordinates": [[-1.61, 0.09, 0.00], [-0.10, 0.06, -0.06], [1.85, -0.45, -0.01], [-1.97, 1.36, -0.33], [-1.89, -0.21, 1.35], [-2.08, -0.83, -0.88], [2.76, -1.05, -0.03], [0.62, -1.00, -0.03], [1.88, 0.83, 0.02], [0.56, 1.21, -0.04]],
  "nbo_charge": [-0.6961, 0.4760, 0.1411, 0.2580, 0.2679, 0.2762, 0.2112, -0.5014, -0.1546, -0.2783],
  "orbital_gap_ev": 11.1,
  "e_above_lowest_ev": 4.220,
  "homo_ev": -10.5,
  "e_tot_ev": -8199.6653,
  "spin_multiplicity": 1
}

=====

{
  "formula": "C3H4N2O",
  "method": "the ωB97M-V functional and the def2-TZVPD basis",
  "species": ["O", "C", "C", "N", "N", "C", "H", "H", "H", "H"],
  "coordinates": [[2.04, 0.28, -0.27], [0.69, 0.15, -0.12], [-0.23, 1.11, -0.61], [-1.48, 0.77, -0.32], [-1.38, -0.39, 0.33], [-0.09, -0.83, 0.47], [2.50, -0.47, 0.11], [0.00, 1.99, -1.19], [-2.20, -0.82, 0.70], [0.15, -1.79, 0.90]],
  "nbo_charge": [-0.6642, 0.1865, -0.1120, -0.2414, -0.3252, -0.1623, 0.4814, 0.2140, 0.4056, 0.2178],
  "orbital_gap_ev": 9.4,
  "smiles": "Oc1cn[nH]c1",
  "e_above_lowest_ev": 1.307,
  "homo_ev": -8.7,
  "e_tot_ev": -8202.5786,
  "spin_multiplicity": 1
}

=====

{
  "formula": "C3H4N2O",
  "method": "the ωB97M-V functional and the def2-TZVPD basis",
  "species": ["N", "C", "O", "C", "C", "N", "H", "H", "H", "H"],
  "coordinates": [[-1.94, 0.71, 0.01], [-0.74, 0.31, 0.00], [-0.46, -0.98, 0.09], [0.95, -1.22, 0.07], [1.72, 0.08, -0.09], [0.72, 0.93, -0.12], [-2.15, 1.70, -0.06], [0.53, 1.91, -0.21], [1.15, -1.89, -0.77], [1.21, -1.72, 1.00]],
  "nbo_charge": [-0.7101, 0.6572, -0.4740, -0.2049, 0.1332, -0.6167, 0.3631, 0.4092, 0.2216, 0.2214],
  "orbital_gap_ev": 10.0,
  "e_above_lowest_ev": 3.055,
  "homo_ev": -9.3,
  "e_tot_ev": -8200.8300,
  "spin_multiplicity": 1
}